Entry 1:
C6H10N4 | wB97M-V/def2-TZVPD

Geometry (Å):
C -1.072 -1.023 -0.868
H -2.328 0.636 -1.251
H -3.122 0.630 1.238
C 0.755 0.746 0.103
H 2.206 2.113 -0.510
C 2.888 0.292 -0.108
C -1.674 0.296 -0.542
H 0.414 -1.059 1.366
H 2.767 -1.784 0.217
N -0.584 1.289 -0.522
H 4.003 0.436 -0.077
H -0.920 2.251 -0.418
H -2.860 -1.106 0.722
C -2.329 -0.065 0.772
N 2.376 -0.868 0.224
H -1.799 -1.675 -1.296
C 0.856 -0.712 0.320
N 0.048 -1.469 -0.577
N 1.949 1.245 -0.253
H -1.574 -0.173 1.458

Atoms 1-3, force components in eV/Å:
C -1.298 0.231 -1.129
H -1.787 0.756 -1.951
H 1.348 -0.727 -1.137

Calculated values
energy above the lowest of the compared OMol25 structures with the same formula, charge and spin: 302.1 kJ/mol
energy: -452.8885 a.u.
Kohn-Sham gap: 7.9 eV
SMILES string: C[C@@H]1C=N[C@H]2NC=[NH+]C2=[NH+]1
net charge: +2
HOMO: -18.7 eV

=====

Entry 2:
C7H10Br2NS | wB97M-V/def2-TZVPD

Geometry (Å):
H 2.223 -0.838 -1.175
H -0.023 -1.426 3.019
C 1.177 -0.332 -1.226
N -0.359 0.211 0.734
H -0.384 0.600 1.733
H 1.938 0.808 -2.765
H -0.792 -1.889 0.064
H -2.599 0.915 0.481
C -0.533 -1.863 2.096
C -1.641 1.170 -0.016
Br -2.678 3.250 -1.341
C -0.363 -1.200 0.740
S -0.081 2.111 -2.259
H 0.512 -1.055 -1.762
Br 2.458 0.155 1.324
C 1.413 1.037 -1.872
H -0.362 -2.977 2.014
H -1.642 -1.908 2.302
C 0.897 -0.363 0.252
C -1.307 1.997 -1.036
H 2.148 1.597 -1.306

Atoms 1-3, force components in eV/Å:
H -1.649 0.624 -0.744
H -0.422 -0.482 -1.505
C 1.820 -1.402 0.315

Calculated values
energy above the lowest of the compared OMol25 structures with the same formula, charge and spin: 301.4 kJ/mol
energy: -5873.3135 a.u.
Kohn-Sham gap: 9.2 eV
net charge: +1
HOMO: -12.8 eV

=====

Entry 3:
C37H31IO3PPtS | wB97M-V/def2-TZVPD

Geometry (Å):
Pt 0.132 0.400 0.088
C 0.309 6.424 0.732
C -3.012 -1.061 1.634
H -2.707 1.114 -4.307
H -2.057 1.686 3.394
C -2.181 2.945 0.963
C 2.296 -2.375 -3.033
C -2.520 0.220 1.884
C -1.286 4.062 0.958
H 1.987 5.070 0.774
H -5.129 4.574 1.456
H 2.039 -3.202 0.914
C -2.375 1.117 -2.195
O -0.482 -2.336 -2.878
C -5.055 0.431 -1.964
C 0.110 -1.675 -2.059
C 3.757 -0.869 -1.198
P -1.882 1.195 0.507
H -2.089 -3.685 1.969
H -3.002 -1.459 0.626
C -1.254 -3.925 1.322
C -4.491 0.630 -3.218
S 0.128 -2.187 2.881
C 0.135 4.032 0.930
H -1.326 1.366 -2.288
C -3.508 -1.823 2.681
H 5.495 -1.665 -2.165
H -4.210 2.329 1.164
C 1.619 -1.611 -2.088
H -2.394 -5.205 0.041
H -6.097 0.157 -1.873
C -2.466 0.703 3.190
C -3.525 3.167 1.153
C -1.039 6.523 0.871
H 1.709 -2.952 -3.735
H -4.735 0.398 0.143
C 3.681 -2.392 -3.059
H 1.875 -0.260 -0.433
H -3.916 -2.806 2.483
C -0.350 -5.087 -0.594
H -3.641 6.539 1.232
C -3.153 0.974 -3.332
H 4.197 -2.994 -3.796
H 1.167 -3.835 4.241
C -2.934 0.919 -0.934
O -0.542 -1.026 -1.113
I 1.242 2.331 1.400
C -2.944 -0.073 4.233
H -1.186 -5.502 -2.518
H 0.403 -6.223 -2.259
C -4.067 4.454 1.296
C -4.283 0.576 -0.824
C -3.246 5.533 1.179
C -0.008 -3.362 1.565
H -1.025 -6.921 -1.485
C 0.908 5.150 0.799
H -1.522 7.491 0.889
H 1.759 -2.178 4.561
H -5.097 0.511 -4.106
C -1.419 -4.780 0.245
C 1.072 -3.659 0.745
H 2.333 -3.065 3.118
C -0.545 -5.987 -1.780
H -2.903 0.304 5.246
C -3.482 -1.327 3.976
O 0.674 -0.908 2.283
H 4.314 -0.279 -0.483
C -1.853 5.368 0.998
H 0.928 7.302 0.613
H -3.880 -1.920 4.789
C 2.374 -0.872 -1.196
C 4.414 -1.646 -2.143
C 1.493 -2.899 3.789
C 0.895 -4.525 -0.319
H 1.736 -4.753 -0.963

Atoms 1-3, force components in eV/Å:
Pt 0.442 0.658 -0.195
C 0.038 -0.066 0.008
C 0.012 0.010 -0.016

Calculated values
energy above the lowest of the compared OMol25 structures with the same formula, charge and spin: 65.3 kJ/mol
energy: -2810.6136 a.u.
Kohn-Sham gap: 7.7 eV
net charge: +1
HOMO: -11.3 eV

=====

Entry 4:
ArH26O13 | wB97M-V/def2-TZVPD

Geometry (Å):
O 2.591 2.187 -0.234
O -3.713 -0.831 0.203
O -0.860 -0.337 3.525
H -3.064 1.909 1.948
O 0.775 -3.828 0.636
H -1.554 2.223 -1.254
H -3.363 -0.219 0.850
H -1.985 1.878 0.887
H -0.786 2.261 -3.352
H 0.786 0.542 -2.919
H -1.486 -1.014 3.270
H -2.103 3.541 -0.751
H 2.554 2.312 -1.182
H 0.544 -4.628 0.165
H -2.397 -3.216 0.638
H -2.956 -1.349 -0.071
H 1.466 -2.923 -1.077
H -0.033 -3.316 0.651
O 1.979 -0.381 3.385
H 1.532 -0.092 -4.074
O -2.283 2.601 -0.763
Ar 0.512 -0.091 0.293
H 1.023 -0.374 3.433
O 1.590 0.067 -3.132
O -0.745 1.501 -2.772
H 3.679 -1.007 0.342
O 0.222 3.880 0.361
H 1.850 -1.737 -1.934
H 0.228 3.889 1.318
O 2.128 -2.622 -1.699
H -1.526 0.991 -2.988
H -2.488 -3.289 -0.872
O -1.914 -3.003 -0.161
H 2.261 -0.648 4.259
H -1.028 0.386 2.920
H 0.828 3.179 0.123
H 2.685 1.241 -0.120
H 3.735 -0.744 -1.148
O 3.671 -0.299 -0.303
O -2.357 1.363 1.603

Atoms 1-3, force components in eV/Å:
O -0.637 1.081 0.108
O -0.576 -0.297 -0.161
O 0.300 -0.210 0.399

Calculated values
energy above the lowest of the compared OMol25 structures with the same formula, charge and spin: 42.6 kJ/mol
energy: -1521.2412 a.u.
Kohn-Sham gap: 10.4 eV
net charge: 0
HOMO: -10.6 eV

=====

Entry 5:
C8H22F2KN3O11S2 | wB97M-V/def2-TZVPD

Geometry (Å):
C 2.432 -4.122 -0.757
C -1.530 3.623 0.306
C -3.305 0.865 1.611
H -1.934 4.385 0.972
O -1.669 -1.126 3.700
F 0.871 1.490 1.604
H -4.845 -0.591 1.144
O -0.234 1.098 3.665
N 4.508 0.062 -2.893
H 0.869 -3.958 0.672
O -0.124 3.288 -1.510
O -2.384 0.439 0.611
C -1.627 0.974 -3.947
C 3.379 -0.086 -2.319
O 2.577 0.816 -2.272
N -0.276 -0.696 1.603
H 4.041 -1.978 -1.944
O 1.899 -0.105 3.190
H -1.259 4.989 -1.449
H -0.820 3.104 -2.145
H 2.037 -5.138 -0.773
H 2.200 -3.669 -1.721
C -0.716 4.319 -0.783
K 0.049 0.541 -1.016
H -1.629 -0.012 0.996
H -2.780 1.272 2.476
S 0.578 0.317 2.736
C 1.797 -3.434 0.446
O -1.406 -0.130 -3.451
H 2.605 -1.472 -1.098
F -1.527 -2.635 1.863
O 0.366 -2.529 3.236
N 3.341 -1.273 -1.761
H 4.880 0.975 -3.112
S -0.635 -1.576 2.756
H -3.732 -1.240 2.252
H 5.148 -0.696 -2.703
O -1.869 1.885 -3.156
H -2.397 3.069 -0.053
H 3.505 -4.210 -0.585
H -3.848 1.716 1.201
H -0.882 2.949 0.867
H 2.464 -3.175 1.268
O 1.396 -2.180 -0.003
O -1.442 1.119 -5.138
H 0.055 4.787 -0.170
H 0.875 -1.701 0.646
C -4.243 -0.309 2.008
H -4.759 -0.040 2.929

Atoms 1-3, force components in eV/Å:
C 0.390 -1.021 0.775
C -1.163 0.830 0.061
C 0.315 -1.118 -0.092

Calculated values
energy: -2905.9181 a.u.
Kohn-Sham gap: 2.2 eV
net charge: -2
HOMO: 1.6 eV

=====

Entry 6:
C3H5NO2 | wB97M-V/def2-TZVPD

Geometry (Å):
H -0.324 1.724 -0.538
N 0.704 -0.725 -0.873
C 0.959 -0.360 1.483
H 1.955 -0.750 1.441
O -0.472 0.135 -1.749
O -1.026 0.073 0.397
C -1.011 0.898 -0.736
H -2.045 1.236 -0.824
H 0.440 -1.605 -1.288
H 0.519 0.077 2.361
C 0.216 -0.446 0.405

Atoms 1-3, force components in eV/Å:
H -0.144 0.425 0.110
N -1.885 1.805 -2.535
C 0.302 -0.364 0.324

Calculated values
energy above the lowest of the compared OMol25 structures with the same formula, charge and spin: 412.5 kJ/mol
energy: -322.4172 a.u.
Kohn-Sham gap: 9.7 eV
SMILES string: C=C1NOCO1
net charge: 0
HOMO: -9.4 eV

=====

Entry 7:
C34H54BF24NO4 | wB97M-V/def2-TZVPD

Geometry (Å):
F 6.009 -3.482 0.476
C 1.737 2.184 2.101
B 2.524 -1.503 -2.975
C 0.627 0.901 -1.698
H 0.522 0.355 -3.788
F -1.762 8.149 -1.349
H 1.043 -1.114 2.685
C -6.737 -0.718 -3.408
H 2.427 1.927 1.291
C -5.233 -0.712 -3.333
C -7.338 -2.011 -2.867
C -1.188 6.480 1.535
H 4.762 -3.567 5.754
N 2.531 -3.003 -5.014
H -6.885 -1.978 1.213
C 2.145 1.282 6.036
H -0.760 9.727 -0.653
F 1.202 8.561 0.471
H 0.239 -2.182 -3.447
H -7.868 -0.984 -1.069
C -0.346 -2.429 0.700
F 0.912 3.174 1.670
H -3.852 1.868 -1.494
H -8.291 -2.196 -3.326
C 1.679 -2.270 -1.872
F 6.077 -5.368 6.350
H 1.528 0.807 6.802
C -4.674 0.685 -3.575
F -0.061 1.337 3.377
H 3.166 0.452 -2.296
C 2.564 0.070 -3.115
C -6.566 -2.794 0.578
C 6.127 -5.001 5.039
H 2.322 -3.938 -4.710
C 0.889 0.974 2.488
H -5.650 -3.215 0.943
H -0.398 5.729 1.512
H -8.337 -2.667 -1.128
H -1.475 6.581 2.579
H -1.812 -3.690 -0.138
H -1.567 -3.424 -2.335
O -0.701 7.754 1.184
F -3.444 4.763 -0.926
C 5.497 -3.607 4.953
H 3.075 0.325 -4.031
H -2.031 1.893 -0.180
H -1.814 0.401 -0.989
H 1.493 -1.583 -1.068
H 2.605 -0.378 2.525
H -4.835 -1.361 -4.099
F 4.789 -1.763 2.265
F 0.212 8.735 -2.098
C 1.215 0.794 -3.093
F -3.208 7.064 0.465
C -7.545 -1.971 -1.369
C -0.806 -3.399 -0.394
H 0.611 -3.781 -2.942
F 2.438 2.651 3.156
C 7.591 -5.121 4.619
F 7.757 -4.756 3.328
O 1.728 -0.414 4.405
F 1.397 2.175 5.356
H 1.401 1.033 -0.968
H -5.284 1.363 -3.001
H -7.320 -3.566 0.597
C -1.821 1.466 -1.147
H 6.221 -2.821 5.171
F 3.632 0.755 4.254
H 4.083 -1.686 -4.500
H 0.678 -2.664 0.941
F 0.501 6.684 -0.375
H -7.116 0.081 -2.795
C 3.411 -2.351 -3.990
H -0.241 -4.312 -0.406
O 4.757 -3.320 3.790
H 2.312 -3.071 -1.520
C 1.633 -0.260 3.005
F 6.688 -2.590 2.930
C -0.890 -2.794 -1.779
H 1.377 1.804 -3.436
C 0.099 7.884 0.086
F 5.768 -5.112 1.920
H 3.070 -3.061 -5.859
C -2.239 5.092 -0.400
H 4.238 -4.030 1.237
H -1.728 4.170 -0.105
F 5.372 -5.881 4.346
F 3.168 1.944 6.625
F 3.347 -0.697 5.849
F -1.516 5.710 -1.361
C 2.717 0.230 5.088
O -6.344 -2.333 -0.730
C 5.405 -2.900 2.667
C -0.584 8.708 -1.004
C -2.449 6.000 0.808
C -2.960 1.807 -2.087
H -0.565 2.476 -2.554
C -3.194 0.765 -3.174
C 5.284 -3.916 1.533
C 0.405 -2.794 -2.573
H -0.946 -2.467 1.586
H -4.803 0.961 -4.606
F 7.977 -6.413 4.748
H -0.123 2.697 -0.873
H -2.811 2.755 -2.572
H -0.310 -1.442 0.297
H -6.678 -2.833 -3.086
H 3.963 -3.118 -3.460
H 0.152 -0.042 -1.480
H -7.070 -0.558 -4.420
F 0.249 0.586 1.349
H -4.911 -1.030 -2.361
H -1.367 -1.834 -1.749
F -3.163 5.270 1.712
C -0.452 1.985 -1.608
H 8.226 -4.500 5.257
H -2.609 0.972 -4.051
H -2.896 -0.217 -2.846

Atoms 1-3, force components in eV/Å:
F -0.045 0.024 0.002
C 0.126 0.194 -0.154
B 0.141 -0.129 0.004

Calculated values
energy: -4105.2209 a.u.
Kohn-Sham gap: 9.3 eV
SMILES string: FC(F)C(F)(F)COC(F)(F)C(F)F.FC(F)C(F)(F)COC(F)(F)C(F)F.FC(F)C(F)(F)COC(F)(F)C(F)F.CCCCCB(CN)CCCCCCCCCCCCOC
net charge: 0
HOMO: -9.0 eV

=====

Entry 8:
C39H56FN10O14P | wB97M-V/def2-TZVPD

Geometry (Å):
C 0.539 5.249 1.521
H 0.138 5.057 0.534
C -8.107 0.776 -0.911
C 5.408 -0.645 -0.469
O -8.571 1.964 1.100
C -3.092 2.302 4.219
H -6.738 0.278 -7.673
H 1.966 -3.818 -5.702
N 0.262 -3.620 0.297
H 2.858 4.279 -1.258
O -1.319 -0.565 -1.557
H 7.489 1.314 4.737
P 3.450 3.512 0.604
H -0.452 -4.260 -1.608
N 4.744 2.899 0.017
C 7.728 -0.796 -1.131
H -0.380 1.826 -1.383
C 1.019 0.134 1.011
O 5.432 2.474 5.212
H 1.078 -1.225 -0.591
H 2.387 -3.836 -0.858
H 3.370 3.906 2.727
O 4.406 -5.110 -4.132
H -5.084 1.450 4.101
C -1.914 0.382 3.019
O 2.744 4.605 -0.356
C 1.071 2.852 1.854
C 2.100 2.352 1.057
O 4.683 1.754 3.326
O -2.620 0.506 -2.900
H -7.464 1.854 -7.214
H 5.007 3.216 -0.906
H 4.041 -0.876 1.125
H 4.769 0.720 1.056
N -0.973 2.529 3.035
N -1.020 -0.157 2.289
F -2.916 -0.407 3.463
H 3.902 -5.898 2.274
H -6.069 4.304 0.564
H -5.427 0.876 -2.956
H -3.085 1.816 5.198
H 2.927 -5.235 -6.241
C 6.078 -2.105 -2.270
C -0.027 -2.296 0.877
H -4.791 3.139 0.925
H 0.098 -2.605 -1.572
C 3.120 0.432 -0.304
O -0.353 -5.629 1.226
O 3.796 -3.324 0.742
H -4.289 1.608 2.549
H -9.078 0.307 -0.820
H -2.419 -3.947 -0.456
C -0.716 -4.585 0.732
C 7.402 -1.718 -2.111
H -6.683 2.302 2.510
H -8.085 0.327 -6.506
H 2.469 -5.170 1.458
H -4.683 2.460 -1.208
N -1.835 0.450 -1.982
H 6.992 0.450 0.453
C 3.250 -5.033 2.198
C 0.977 4.272 2.301
H -0.059 -2.400 1.962
C -4.447 2.109 3.508
C -1.950 1.762 3.413
N 4.095 -3.879 1.779
C -7.215 0.853 -6.885
H 8.164 -2.136 -2.755
H 1.922 -5.353 -4.772
C -7.297 0.485 -1.993
O 3.811 -3.054 -4.373
N 3.676 -4.245 -4.565
C 5.095 -1.574 -1.456
O 5.011 -3.559 2.505
C -5.876 3.302 0.957
H 2.019 -1.735 0.769
H -2.892 3.359 4.393
H -8.667 1.187 1.659
C 0.010 0.643 1.859
O 3.754 4.312 1.941
H 2.832 -4.786 3.169
C 2.522 -4.694 -5.392
H -5.578 3.783 4.223
H -1.737 1.612 -0.250
C 2.053 0.984 0.613
H 8.757 -0.491 -0.991
H -4.530 4.179 2.867
C -1.457 1.718 -1.295
H 5.833 -2.844 -3.019
O -5.855 -0.084 -5.276
H -2.776 -5.123 0.853
N 5.540 1.850 4.179
H 2.720 -0.377 -0.906
C 6.738 -0.272 -0.314
C -6.447 2.291 -0.016
C 6.819 1.142 3.903
O -5.897 2.066 -5.413
C -7.692 1.669 0.068
H 6.585 0.089 3.781
C -5.651 1.978 -1.119
H -2.439 -3.426 1.209
C -2.181 -4.265 0.559
C 0.026 1.994 2.261
H 7.212 1.552 2.977
H -7.625 -0.203 -2.761
H 1.676 -5.184 -1.721
C -6.051 1.092 -2.101
H 4.079 -1.920 -1.595
H 1.234 4.507 3.329
H 3.412 1.213 -1.004
C -5.198 3.414 3.268
N -6.240 0.959 -5.765
C 1.055 -1.297 0.496
H -1.003 -1.903 0.586
H 0.578 6.283 1.840
N -6.334 3.239 2.353
C 4.355 -0.074 0.445
H 1.989 -3.661 -2.604
C 1.689 -4.096 -1.650
C 0.314 -3.599 -1.190
H -1.986 2.533 -1.773

Atoms 1-3, force components in eV/Å:
C -0.011 -0.065 0.088
H 0.246 -0.010 -0.084
C -0.003 -0.160 -0.138

Calculated values
energy above the lowest of the compared OMol25 structures with the same formula, charge and spin: 0.0 kJ/mol
energy: -3561.4010 a.u.
Kohn-Sham gap: 8.0 eV
SMILES string: C=Cc1c(P(=N)(O)O)c(CCc2ccccc2)c(CCN(CC)C(C)=O)c2nc(F)c(CCCNCc3ccccc3O)nc12.C[N+](=O)[O-].C[N+](=O)[O-].C[N+](=O)[O-].C[N+](=O)[O-].C[N+](=O)[O-]
net charge: 0
HOMO: -8.3 eV

=====

Entry 9:
C2H3NOS | wB97M-V/def2-TZVPD

Geometry (Å):
O -2.300 -0.564 -0.016
H 1.024 1.300 0.058
S 2.658 -0.380 -0.026
H 0.045 -1.477 0.038
C 1.209 0.244 -0.012
H -1.341 1.196 0.010
N 0.002 -0.438 0.005
C -1.297 0.119 -0.058

Atoms 1-3, force components in eV/Å:
O 1.083 0.540 -0.381
H 0.067 0.639 -0.158
S 1.330 -0.720 -0.066

Calculated values
energy above the lowest of the compared OMol25 structures with the same formula, charge and spin: 7.7 kJ/mol
energy: -606.1844 a.u.
Kohn-Sham gap: 9.1 eV
SMILES string: O=CNC=S
net charge: 0
HOMO: -9.3 eV

=====

Entry 10:
C4H8S | wB97M-V/def2-TZVPD

Geometry (Å):
S -2.764 0.418 -0.098
H 0.314 2.264 1.102
C -0.461 -0.419 0.738
C 0.211 0.938 0.152
H 1.152 -0.729 -1.351
H -0.785 1.212 -0.990
H -1.035 -0.647 1.831
C -1.603 -0.816 -0.261
C 1.507 0.128 -0.431
H 0.575 -1.234 0.686
H -1.537 -1.670 -1.033
H 1.939 1.021 -0.997
H 2.486 -0.465 0.652

Atoms 1-3, force components in eV/Å:
S 0.502 -2.966 -1.211
H -0.021 -4.086 -2.795
C 0.528 -3.462 1.264

Calculated values
energy above the lowest of the compared OMol25 structures with the same formula, charge and spin: 947.9 kJ/mol
energy: -555.0089 a.u.
Kohn-Sham gap: 7.9 eV
net charge: 0
HOMO: -8.7 eV

=====

Q: Which of these has the highest Kohn-Sham gap?
A: ArH26O13

=====

Q: What is the formula in the ninth record?
A: C2H3NOS

=====

Q: What is the energy in the seventh record?
A: -4105.2209 a.u.

=====

Q: Which value of net charge does entry 1 give?
A: +2